61
Properties=species:S:1:pos:R:3:lowdin_charge:R:1 method="wB97M-V/def2-TZVPD" lumo_ev=2.57 homo_ev=-6.285 relative_energy_kj_mol=409.3 total_charge=-1 orbital_gap_ha=0.32544
C 0.45 0.00 0.33 -0.19
N -0.07 -1.35 0.34 -0.09
C -1.13 -1.65 1.34 -0.14
C -1.80 -2.95 0.88 -0.22
O -2.07 -3.12 -0.28 0.04
C 2.06 -0.07 0.09 -0.14
C 3.72 1.25 -1.36 -0.12
C 2.27 0.95 -1.07 -0.27
H 0.19 0.42 -0.64 0.08
H 0.12 0.71 1.10 0.09
H -0.47 -1.67 -0.58 0.09
H -0.80 -1.62 2.36 0.08
H -1.84 -0.80 1.14 0.13
H -2.21 -3.63 1.66 0.12
H 0.55 -4.83 -1.32 0.06
H 2.65 0.30 0.94 0.09
H 2.40 -1.09 -0.03 0.08
H 4.10 0.62 -2.19 0.07
H 3.71 2.31 -1.71 0.07
H 4.55 1.17 -0.61 0.07
H 1.75 1.91 -0.80 0.10
H 1.63 0.61 -1.91 0.09
H 1.54 -0.29 2.88 0.04
H 0.57 0.17 3.98 0.03
O 1.52 0.24 3.69 -0.05
H -2.09 -0.26 -1.61 0.04
H -2.03 1.27 -1.72 0.03
O -2.54 0.69 -1.14 -0.18
H -0.11 -2.05 -2.95 -0.01
H 0.90 -2.93 -2.31 -0.02
O 0.69 -2.59 -3.19 -0.10
H -0.95 0.32 -3.02 -0.02
H -0.91 0.93 -4.37 0.04
O -0.58 1.12 -3.49 -0.10
H 0.62 -4.91 -0.58 0.06
H -2.00 -1.78 -2.61 0.02
O -1.38 -1.08 -2.41 -0.30
H -2.78 1.50 2.47 0.00
H -4.18 0.97 2.71 0.04
O -3.32 0.98 3.13 -0.11
H -1.82 -0.04 4.80 0.07
H -1.41 0.21 3.41 0.03
O -1.14 -0.35 4.17 -0.08
H 1.57 1.74 3.12 0.00
H 2.57 2.87 2.62 0.05
O 1.67 2.73 2.93 -0.11
H -1.13 2.04 1.18 0.00
H -2.08 1.41 0.17 0.03
O -2.10 1.96 1.04 -0.12
H -3.63 3.13 -0.46 0.01
H -3.74 1.79 -0.99 -0.02
O -4.34 2.58 -0.85 -0.12
H 2.10 -0.93 -4.03 0.00
H 1.51 0.49 -4.23 0.00
O 2.22 -0.11 -4.51 -0.08
H 0.91 2.83 1.10 0.00
H 0.17 4.09 1.14 0.05
O 0.25 3.32 0.57 -0.07
H 2.15 -3.67 -0.03 -0.02
H 1.39 -2.61 0.92 0.00
O 2.15 -3.22 0.82 -0.11

---

47
Properties=species:S:1:pos:R:3:lowdin_charge:R:1 method="wB97M-V/def2-TZVPD" lumo_ev=0.07 homo_ev=-8.924 relative_energy_kj_mol=0.0 smiles="Cc1ccccc1-n1ncc2c(SCC(=O)NC3CCCC3)ncnc21" total_charge=0 orbital_gap_ha=0.33034
C -2.39 -1.71 -1.53 -0.04
C -3.61 -1.03 -1.00 -0.20
C -4.87 -1.33 -1.52 -0.04
C -6.02 -0.75 -1.02 -0.08
C -5.94 0.15 0.03 -0.08
C -4.71 0.48 0.55 -0.01
C -3.55 -0.09 0.03 -0.15
N -2.32 0.29 0.61 -0.02
N -2.19 0.32 1.95 0.12
C -0.99 0.75 2.24 -0.07
C -0.28 1.04 1.05 -0.15
C 0.97 1.50 0.62 -0.54
S 2.28 1.81 1.74 0.99
C 3.63 2.06 0.55 -0.35
C 3.82 0.90 -0.43 -0.58
O 4.29 1.09 -1.53 0.07
N 3.50 -0.31 0.06 0.08
C 3.49 -1.52 -0.75 -0.30
C 3.91 -2.72 0.10 -0.14
C 2.63 -3.17 0.83 -0.17
C 1.45 -2.51 0.08 -0.18
C 2.06 -1.88 -1.17 -0.13
N 1.21 1.66 -0.66 0.08
C 0.25 1.38 -1.54 -0.19
N -0.95 0.91 -1.29 0.16
C -1.20 0.74 0.01 -0.22
H -1.75 -2.03 -0.71 0.08
H -1.81 -1.02 -2.14 0.07
H -2.66 -2.57 -2.13 0.08
H -4.94 -2.05 -2.33 0.11
H -6.98 -1.01 -1.45 0.10
H -6.84 0.60 0.43 0.10
H -4.62 1.17 1.37 0.11
H -0.67 0.84 3.25 0.11
H 4.53 2.19 1.15 0.09
H 3.44 2.96 -0.02 0.09
H 3.08 -0.38 0.97 0.10
H 4.14 -1.33 -1.60 0.15
H 4.71 -2.47 0.78 0.11
H 4.26 -3.51 -0.57 0.11
H 2.54 -4.25 0.83 0.10
H 2.65 -2.85 1.87 0.10
H 0.68 -3.24 -0.17 0.10
H 0.98 -1.75 0.70 0.09
H 1.50 -1.01 -1.52 0.09
H 2.10 -2.61 -1.98 0.12
H 0.51 1.55 -2.57 0.12

---

10
Properties=species:S:1:pos:R:3:lowdin_charge:R:1 method="wB97M-V/def2-TZVPD" lumo_ev=-4.43 homo_ev=-15.723 relative_energy_kj_mol=6.0 total_charge=+1 orbital_gap_ha=0.41493
O -1.31 -0.24 1.04 0.26
H -2.19 -0.11 0.65 0.18
H -0.43 -0.18 0.48 0.11
H -1.32 -0.63 1.93 0.19
C 0.51 -0.09 -1.17 -0.05
C 1.27 0.45 -0.23 -0.04
H 0.75 -0.99 -1.73 0.09
H -0.38 0.42 -1.52 0.08
H 2.09 -0.08 0.24 0.09
H 1.24 1.49 0.06 0.09

---

14
Properties=species:S:1:pos:R:3:lowdin_charge:R:1 method="wB97M-V/def2-TZVPD" lumo_ev=-1.66 homo_ev=-9.868 relative_energy_kj_mol=45.5 total_charge=0 orbital_gap_ha=0.30154
C -0.43 0.82 0.64 -0.18
C 1.43 -0.58 -0.06 -0.10
C -0.46 0.70 -0.83 -0.40
C 0.76 0.04 1.14 -0.32
C -2.48 -0.76 -0.45 0.07
C 0.62 -0.23 -1.22 -0.29
N -1.88 1.94 2.17 0.32
N 3.64 -1.53 0.24 0.32
N -1.21 1.42 1.42 0.02
N 2.57 -1.15 0.12 0.04
O -1.27 1.22 -1.50 0.13
O 0.95 -0.20 2.27 0.14
O -3.12 -1.06 -1.32 0.11
O 0.73 -0.58 -2.38 0.15